{
  "formula": "C26H24BF33N2O5",
  "method": "ωB97M-V/def2-TZVPD",
  "smiles": "CCB(O)[C@@H](C#N)[C@@H](F)C#N.FC(F)C(F)(F)COC(F)(F)C(F)F.FC(F)C(F)(F)COC(F)(F)C(F)F.FC(F)C(F)(F)COC(F)(F)C(F)F.FC(F)C(F)(F)COC(F)(F)C(F)F",
  "fmax_ev_per_a": 6.9,
  "e_lumo_ev": -0.1,
  "species": ["C", "C", "B", "O", "C", "C", "N", "C", "F", "C", "N", "H", "H", "H", "H", "H", "H", "H", "H", "C", "C", "C", "F", "F", "F", "F", "O", "C", "C", "F", "F", "F", "F", "H", "H", "H", "H", "C", "C", "C", "F", "F", "F", "F", "O", "C", "C", "F", "F", "F", "F", "H", "H", "H", "H", "C", "C", "C", "F", "F", "F", "F", "O", "C", "C", "F", "F", "F", "F", "H", "H", "H", "H", "C", "C", "C", "F", "F", "F", "F", "O", "C", "C", "F", "F", "F", "F", "H", "H", "H", "H"],
  "coordinates": [[6.030, -3.920, -0.222], [5.446, -3.114, 1.049], [3.879, -2.712, 0.960], [3.507, -1.415, 1.553], [2.683, -3.567, 0.247], [2.705, -3.419, -1.370], [2.675, -3.188, -2.564], [2.556, -5.102, 0.712], [3.801, -5.771, 0.962], [1.512, -5.276, 1.944], [0.832, -5.271, 2.943], [6.139, -5.036, 0.072], [5.427, -3.814, -1.189], [7.119, -3.554, -0.396], [6.056, -2.137, 1.138], [5.655, -3.705, 2.015], [3.612, -0.793, 0.781], [1.685, -3.056, 0.563], [2.055, -5.670, -0.169], [-0.992, -1.662, -2.500], [-1.591, -2.897, -1.794], [-2.216, -3.947, -2.713], [-3.241, -3.463, -3.440], [-2.723, -4.973, -1.981], [-2.473, -2.480, -0.852], [-0.571, -3.497, -1.110], [-1.810, -0.484, -2.564], [-2.754, -0.411, -3.615], [-4.203, -0.415, -3.113], [-4.476, -1.514, -2.373], [-5.073, -0.419, -4.152], [-2.502, -1.385, -4.512], [-2.507, 0.756, -4.256], [-0.136, -1.353, -1.891], [-0.559, -1.909, -3.473], [-1.471, -4.365, -3.398], [-4.403, 0.464, -2.495], [-7.817, -0.512, 1.548], [-8.060, -1.863, 2.253], [-7.549, -1.967, 3.690], [-6.218, -1.793, 3.788], [-7.806, -3.202, 4.193], [-7.558, -2.857, 1.481], [-9.413, -2.058, 2.280], [-6.674, -0.422, 0.684], [-5.430, -0.134, 1.291], [-4.426, -1.286, 1.171], [-4.905, -2.427, 1.712], [-3.276, -0.996, 1.830], [-5.636, 0.260, 2.564], [-4.943, 0.952, 0.641], [-8.667, -0.367, 0.874], [-7.868, 0.334, 2.240], [-8.044, -1.236, 4.339], [-4.185, -1.485, 0.125], [-5.106, 4.987, -0.788], [-3.871, 4.101, -1.049], [-2.918, 3.923, 0.134], [-2.391, 5.085, 0.563], [-1.866, 3.140, -0.221], [-3.217, 4.567, -2.140], [-4.337, 2.862, -1.394], [-5.028, 6.356, -1.209], [-4.402, 7.266, -0.324], [-3.105, 7.854, -0.895], [-2.213, 6.890, -1.210], [-2.502, 8.661, 0.013], [-4.233, 6.679, 0.877], [-5.295, 8.265, -0.126], [-5.911, 4.570, -1.401], [-5.472, 4.900, 0.239], [-3.422, 3.437, 0.977], [-3.305, 8.435, -1.798], [7.471, 1.936, 0.362], [7.297, 0.576, 1.070], [7.877, 0.482, 2.481], [9.206, 0.691, 2.516], [7.677, -0.762, 2.991], [7.787, -0.402, 0.270], [5.951, 0.345, 1.160], [8.568, 2.059, -0.553], [9.833, 2.378, -0.002], [10.858, 1.251, -0.176], [10.434, 0.095, 0.379], [12.029, 1.568, 0.429], [9.679, 2.760, 1.281], [10.260, 3.478, -0.667], [6.587, 2.062, -0.270], [7.430, 2.777, 1.061], [7.394, 1.197, 3.155], [11.054, 1.063, -1.235]]
}

***

{
  "formula": "C15H42O9",
  "method": "ωB97M-V/def2-TZVPD",
  "relative_energy_kj_mol": 626.1,
  "smiles": "CC(C)O.CC(C)O.CC(C)O.OCCO.OCCO.OCCO",
  "fmax_ev_per_a": 8.2,
  "e_lumo_ev": 0.4,
  "species": ["C", "C", "O", "O", "H", "H", "H", "H", "H", "H", "C", "C", "O", "O", "H", "H", "H", "H", "H", "H", "C", "C", "O", "O", "H", "H", "H", "H", "H", "H", "C", "C", "C", "O", "H", "H", "H", "H", "H", "H", "H", "H", "C", "C", "C", "O", "H", "H", "H", "H", "H", "H", "H", "H", "C", "C", "C", "O", "H", "H", "H", "H", "H", "H", "H", "H"],
  "coordinates": [[-30.767, 6.985, 19.976], [-31.394, 7.370, 21.221], [-32.773, 7.040, 21.350], [-29.442, 6.898, 20.202], [-30.765, 7.674, 19.125], [-31.097, 6.062, 19.678], [-31.246, 8.458, 21.407], [-30.773, 7.164, 22.071], [-32.928, 6.249, 21.766], [-29.193, 7.285, 21.008], [-28.820, 1.835, 20.897], [-28.873, 3.466, 21.079], [-29.044, 4.133, 19.918], [-28.623, 1.147, 22.094], [-28.045, 1.631, 20.159], [-29.721, 1.508, 20.402], [-28.090, 3.816, 21.467], [-29.575, 3.772, 21.639], [-28.964, 5.057, 20.018], [-27.622, 1.090, 22.374], [-27.633, 6.959, 23.403], [-28.401, 8.244, 23.287], [-28.268, 8.815, 21.953], [-27.687, 6.635, 24.800], [-26.551, 7.127, 23.072], [-28.127, 6.267, 22.702], [-27.965, 9.136, 23.896], [-29.405, 8.091, 23.574], [-27.487, 9.246, 21.915], [-27.065, 7.177, 25.101], [-33.925, 11.115, 18.478], [-33.880, 9.645, 18.663], [-33.246, 8.720, 17.526], [-33.091, 9.371, 19.782], [-34.627, 11.287, 17.665], [-32.808, 11.754, 18.176], [-34.485, 11.622, 19.144], [-34.887, 9.277, 18.886], [-32.349, 8.778, 17.039], [-33.942, 8.830, 16.649], [-33.203, 7.717, 17.996], [-33.125, 8.531, 20.023], [-34.301, 3.630, 21.966], [-33.246, 3.434, 23.182], [-32.210, 2.399, 22.770], [-32.625, 4.695, 23.053], [-35.199, 4.260, 22.246], [-34.854, 2.621, 21.789], [-34.102, 3.850, 20.942], [-33.801, 3.369, 24.147], [-32.684, 1.392, 22.651], [-31.354, 2.221, 23.318], [-31.896, 2.611, 21.761], [-32.103, 4.792, 23.833], [-31.466, 13.469, 22.031], [-31.594, 11.910, 21.991], [-31.164, 11.385, 23.355], [-32.825, 11.543, 21.609], [-30.438, 13.721, 22.139], [-32.210, 13.836, 22.971], [-31.818, 13.799, 20.995], [-30.746, 11.552, 21.311], [-31.697, 11.431, 24.171], [-30.091, 11.466, 23.616], [-31.102, 10.289, 23.157], [-32.925, 11.258, 20.736]]
}

***

{
  "formula": "C5H8N3",
  "method": "ωB97M-V/def2-TZVPD",
  "charge": 1,
  "relative_energy_kj_mol": 156.9,
  "smiles": "C[C@@H]1NC=[NH+][C@H]1C#N",
  "fmax_ev_per_a": 4.4,
  "e_lumo_ev": -4.0,
  "species": ["C", "C", "C", "C", "C", "N", "N", "N", "H", "H", "H", "H", "H", "H", "H", "H"],
  "coordinates": [[-2.235, 0.396, 0.031], [0.196, -1.802, 0.196], [-0.903, 0.139, -0.534], [0.201, 0.526, 0.483], [1.272, 1.340, -0.194], [-3.298, 0.628, 0.384], [0.752, -0.822, 0.906], [-0.771, -1.377, -0.619], [0.561, -2.866, 0.382], [-0.703, 0.514, -1.468], [-0.084, 1.162, 1.248], [1.440, 1.244, -1.218], [2.218, 1.266, 0.172], [1.034, 2.498, -0.080], [1.537, -0.755, 1.502], [-1.216, -2.089, -1.191]]
}

***

{
  "formula": "C19H18FeNaO2",
  "method": "ωB97M-V/def2-TZVPD",
  "charge": 1,
  "relative_energy_kj_mol": 94.6,
  "fmax_ev_per_a": 4.7,
  "e_lumo_ev": -3.8,
  "species": ["C", "C", "C", "Fe", "C", "O", "C", "O", "C", "C", "C", "C", "C", "H", "H", "H", "H", "H", "H", "H", "H", "H", "H", "H", "C", "Na", "C", "C", "C", "C", "C", "C", "C", "C", "H", "H", "H", "H", "H", "H", "H"],
  "coordinates": [[-1.783, -0.968, 1.563], [-0.334, -1.088, 1.980], [0.328, -0.054, 2.716], [1.207, -0.114, 0.952], [1.075, 1.759, 1.097], [0.933, 2.890, 1.306], [0.031, 0.139, -0.572], [-0.732, -0.014, -1.431], [3.098, -0.210, 1.653], [3.036, 0.354, 0.328], [2.414, -0.617, -0.538], [2.108, -1.783, 0.258], [2.518, -1.521, 1.607], [-2.445, -1.308, 2.384], [-2.060, 0.071, 1.315], [-2.000, -1.594, 0.684], [-0.061, -2.141, 2.174], [-0.228, 0.875, 2.918], [1.003, -0.337, 3.534], [3.544, 0.265, 2.524], [3.465, 1.300, 0.010], [2.331, -0.537, -1.618], [1.672, -2.707, -0.112], [2.455, -2.218, 2.437], [-6.231, 1.009, 3.938], [-5.118, -1.475, 4.334], [-5.200, 1.073, 2.976], [-3.950, 0.932, 3.635], [-4.198, 0.877, 5.044], [-5.630, 0.867, 5.231], [-6.176, 0.410, 6.444], [-5.316, 0.147, 7.509], [-3.923, 0.298, 7.364], [-3.350, 0.605, 6.133], [-7.301, 1.148, 3.802], [-5.330, 1.261, 1.913], [-2.949, 1.000, 3.201], [-7.262, 0.328, 6.536], [-5.722, -0.141, 8.486], [-3.282, 0.169, 8.241], [-2.269, 0.642, 5.984]]
}